Here is an isolated ion of composition C19H29N2O2 and charge +1 from OMol25. Energies are from ωB97M-V/def2-TZVPD.

## Properties
Highest occupied orbital energy   -11.5 eV
HOMO-LUMO gap   9.5 eV
Energy relative to the best compared isomer or geometry (same formula, charge and spin)   0.0 kJ/mol
SMILES   COc1ccccc1C[N@H+]1CCC[C@H](C(=O)N2CCCCC2)C1
Electronic energy   -27244.266 eV
Charge   +1

Structure (XYZ):
```
52
C19H29N2O2 (ωB97M-V/def2-TZVPD)
O 0.448 -0.602 0.829
O 2.472 1.251 -0.084
N -0.966 -2.109 1.685
N 0.514 0.047 -1.676
C -1.746 0.727 -0.978
C 1.701 0.342 -2.512
C 2.178 1.759 -2.343
C 2.246 2.636 -3.412
C 3.084 3.471 -0.903
C -2.875 -1.517 3.477
C -0.615 0.949 -1.973
C -2.046 -3.071 1.675
C -1.548 -1.969 4.076
C -0.448 -1.832 3.023
C 2.598 2.181 -1.071
C -2.200 -0.731 -0.999
C 2.883 1.575 1.227
C 0.091 -1.361 -1.780
C -0.454 -1.434 0.662
C -3.291 -2.488 2.366
C -1.003 -1.660 -0.749
C 2.729 3.922 -3.239
C 3.147 4.331 -1.986
H -2.579 1.380 -1.233
H 3.955 1.780 1.270
H 0.959 -1.998 -1.594
H -3.647 -1.476 4.244
H -0.257 1.978 -1.922
H -3.869 -3.313 2.781
H -1.405 0.997 0.023
H 3.420 3.809 0.064
H -1.698 -3.950 2.225
H -2.967 -0.891 -0.242
H 0.384 -2.512 3.234
H -0.055 -0.813 3.010
H -2.638 -0.967 -1.971
H 1.448 0.153 -3.558
H -0.280 -1.556 -2.790
H -1.635 -3.001 4.417
H 0.772 0.133 -0.637
H 1.929 2.307 -4.390
H -1.287 -1.358 4.939
H 3.530 5.330 -1.844
H -3.926 -1.974 1.643
H -1.303 -2.701 -0.883
H 2.327 2.432 1.617
H 2.782 4.596 -4.079
H -2.291 -3.388 0.664
H -0.956 0.748 -2.993
H 2.495 -0.344 -2.205
H -2.756 -0.510 3.072
H 2.651 0.693 1.820
```